{"formula": "C22H70N14O16", "method": "ωB97M-V/def2-TZVPD", "lumo_ev": 0.1, "spin_multiplicity": 1, "energy_ha": -2850.81231, "smiles": "COC[C@H](C)N.COC[C@H](C)N.NC(N)=O.NC(N)=O.NC(N)=O.NC(N)=O.NC(N)=O.NC(N)=O.OCCO.OCCO.OCCO.OCCO", "gap_ev": 9.39, "mol_weight_g_mol": 786.9, "e_homo_ev": -9.26, "elements": ["C", "C", "O", "O", "H", "H", "H", "H", "H", "H", "C", "C", "O", "O", "H", "H", "H", "H", "H", "H", "C", "C", "O", "O", "H", "H", "H", "H", "H", "H", "C", "C", "O", "O", "H", "H", "H", "H", "H", "H", "C", "O", "N", "N", "H", "H", "H", "H", "C", "O", "N", "N", "H", "H", "H", "H", "C", "O", "N", "N", "H", "H", "H", "H", "C", "O", "N", "N", "H", "H", "H", "H", "C", "O", "N", "N", "H", "H", "H", "H", "C", "O", "N", "N", "H", "H", "H", "H", "C", "C", "C", "O", "C", "N", "H", "H", "H", "H", "H", "H", "H", "H", "H", "H", "H", "C", "C", "C", "O", "C", "N", "H", "H", "H", "H", "H", "H", "H", "H", "H", "H", "H"], "xyz": [[-1.9330, -5.7176, 0.9402], [-1.4899, -4.5361, 1.7361], [-0.1129, -4.4975, 2.0177], [-2.1266, -6.9801, 1.6634], [-1.3298, -5.9234, 0.0976], [-2.8611, -5.4728, 0.4306], [-2.0453, -4.5854, 2.6701], [-1.7986, -3.6843, 1.1780], [0.0053, -4.2630, 2.9643], [-1.2799, -7.4305, 1.5488], [-0.8344, -0.8680, 4.9097], [-0.2706, -2.2018, 4.5046], [-1.3271, -3.0946, 4.2795], [-1.3829, -0.1927, 3.8591], [0.0324, -0.2462, 5.2677], [-1.5427, -1.0460, 5.6907], [0.4058, -2.5475, 5.2713], [0.2960, -2.0638, 3.5904], [-1.6030, -3.3706, 5.1297], [-1.1249, -0.4730, 2.9749], [-0.8690, -0.6430, -0.1864], [-0.1833, 0.3840, -1.0084], [-0.8043, 1.6393, -0.8191], [-0.7619, -0.4049, 1.2132], [-0.3760, -1.6228, -0.3447], [-1.9196, -0.7148, -0.4799], [-0.4075, 0.1055, -2.0361], [0.8889, 0.3660, -0.7291], [-0.5549, 1.9240, 0.0776], [-0.2442, 0.4058, 1.3014], [3.2194, 0.4398, 3.9089], [2.7917, 1.1236, 5.1660], [2.0483, 2.2986, 4.8005], [2.2561, 0.5221, 2.8546], [3.4225, -0.6524, 4.1630], [4.1827, 0.8337, 3.5510], [3.6223, 1.3605, 5.7931], [2.1454, 0.4997, 5.7504], [2.3849, 3.0797, 5.2307], [1.7508, 1.3713, 2.8762], [2.0017, 4.5860, -0.8974], [1.2260, 5.3956, -0.3624], [1.6173, 3.2630, -1.2231], [3.2816, 4.8606, -1.2033], [0.6126, 3.1149, -1.3288], [2.2133, 2.9717, -2.0384], [3.6044, 5.8384, -1.0917], [3.9954, 4.1935, -1.5949], [-0.1659, 3.1493, 2.5359], [0.1583, 2.1384, 1.8509], [-0.6416, 2.9166, 3.7739], [-0.1071, 4.4117, 2.0720], [-1.0357, 3.7022, 4.2306], [-0.7847, 2.0286, 4.1928], [0.2190, 4.6412, 1.1415], [-0.7436, 5.0293, 2.5454], [4.4666, 0.8324, -1.8580], [4.8777, 1.8832, -2.3001], [4.8488, -0.4517, -2.4110], [3.5899, 0.7742, -0.8796], [5.7202, -0.4837, -2.8855], [4.6919, -1.1300, -1.7048], [3.3679, -0.1111, -0.4159], [3.4321, 1.6700, -0.4465], [-3.3420, 4.5657, 3.0000], [-2.4760, 5.3068, 3.4164], [-3.3008, 4.0056, 1.7678], [-4.4340, 4.1568, 3.7955], [-2.3568, 4.0948, 1.3211], [-4.0001, 3.3605, 1.4444], [-4.5372, 4.6478, 4.6381], [-5.0290, 3.4017, 3.4873], [-4.8177, 0.8149, 2.3560], [-5.3361, 1.8916, 2.0416], [-4.3730, 0.5928, 3.6048], [-4.6670, -0.1586, 1.4625], [-3.4878, 0.0501, 3.7412], [-4.3648, 1.4010, 4.2252], [-4.1483, -1.0571, 1.6382], [-4.7813, 0.1058, 0.5137], [2.5533, -2.4428, 0.2561], [3.5908, -1.7768, -0.0428], [1.6492, -2.1097, 1.1924], [2.2066, -3.6692, -0.3039], [1.6555, -1.2116, 1.6089], [0.8208, -2.6522, 1.3888], [1.5452, -4.2251, 0.2133], [2.5314, -4.1190, -1.0978], [-2.7941, 1.2002, -5.0528], [-2.1711, 2.4928, -4.6664], [-0.6519, 2.4713, -5.0127], [0.0836, 1.4517, -4.3582], [1.4983, 1.3559, -4.6661], [-2.7195, 3.7391, -5.2171], [-2.6661, 0.9055, -6.0859], [-3.8547, 1.2197, -4.8138], [-2.3529, 0.4116, -4.4008], [-2.1999, 2.6262, -3.5754], [-0.2388, 3.4390, -4.7630], [-0.4942, 2.3153, -6.1197], [1.9944, 2.3419, -4.6782], [1.6759, 0.9064, -5.6060], [1.9477, 0.7101, -3.9308], [-2.3167, 3.8666, -6.1245], [-3.7243, 3.6336, -5.2764], [-0.4582, -3.9954, -3.0076], [0.2291, -2.7511, -3.6098], [1.5511, -3.1477, -4.2825], [2.3947, -3.4531, -3.2677], [3.4093, -4.4026, -3.4238], [-0.6912, -2.3050, -4.7005], [-1.4152, -3.6345, -2.5281], [0.2519, -4.2517, -2.2132], [-0.7274, -4.8837, -3.6038], [0.3587, -1.8932, -2.9449], [1.9033, -2.2935, -4.9532], [1.3753, -4.0585, -4.8174], [3.8860, -4.3816, -2.4447], [4.0584, -4.1201, -4.2436], [2.9704, -5.3359, -3.5665], [-0.3655, -1.4035, -5.0084], [-1.5625, -2.0948, -4.2138]], "forces_ev_per_angstrom": [[-0.9, -1.3, 0.1], [-0.7, -1.1, 0.9], [0.9, 0.1, 0.6], [0.7, 1.3, -0.5], [1.3, -0.1, -0.9], [-0.6, 0.1, 0.5], [-0.1, 0.3, 0.0], [-0.1, 1.1, -0.4], [-0.3, -0.3, -0.9], [-0.3, -0.1, 0.3], [2.9, 0.2, 0.1], [0.0, 0.9, 0.2], [0.4, -0.5, -1.3], [-2.0, 1.3, -0.5], [-0.6, -0.5, 0.3], [-0.6, 0.2, 0.7], [0.3, -0.3, 0.3], [0.1, -0.1, -0.3], [-0.7, -0.6, 1.2], [0.3, -0.3, -0.4], [0.0, -1.7, 0.5], [-0.3, 0.0, 0.0], [0.2, 0.3, 0.1], [-0.1, 0.1, -0.1], [-0.3, 0.3, -0.4], [-0.1, 0.0, 0.1], [0.7, 0.1, -0.3], [-0.2, 0.3, -0.6], [0.0, 0.3, 0.1], [0.0, 0.5, 0.7], [0.7, -1.3, -0.8], [-0.9, 1.0, -0.3], [0.1, -0.4, 0.0], [-0.2, -0.2, 0.6], [-0.4, 1.1, -0.5], [-0.2, 0.1, 0.0], [0.8, 0.2, 0.3], [-0.6, -0.5, 0.3], [0.2, 0.2, 0.2], [0.5, -0.6, 0.0], [-1.7, -0.8, 0.2], [0.9, -0.8, -0.4], [1.6, 1.2, -1.1], [2.4, 0.9, -0.5], [0.4, 0.0, 0.0], [-1.3, -0.2, 1.1], [-0.5, -1.2, 0.0], [-1.5, 0.7, 0.6], [-0.1, -2.1, -0.8], [0.6, 0.6, -0.3], [-0.1, 1.7, -0.1], [-0.3, -0.5, 0.7], [-0.3, 0.6, 0.6], [0.1, -0.8, -0.5], [0.2, -0.1, -0.2], [-0.1, 0.7, 0.1], [1.4, -2.1, -1.8], [0.5, 1.3, -0.7], [-1.5, 2.3, 0.9], [-1.1, 0.0, 1.2], [0.6, 0.2, -0.2], [0.1, -1.2, 0.3], [0.2, 0.4, 0.0], [-0.4, -0.2, 0.2], [-2.1, -1.8, 0.4], [0.7, 0.9, 0.6], [1.9, 0.7, -0.5], [1.6, 0.2, -1.8], [-1.7, -0.3, 0.3], [0.0, -0.2, 0.0], [-0.3, 0.4, 1.0], [-0.2, 0.2, -0.1], [0.1, 1.6, 0.1], [-0.3, 0.0, -0.1], [1.7, -0.8, 1.9], [1.1, -2.9, -0.3], [-1.1, 0.5, -0.4], [-0.2, -0.2, -0.5], [-0.9, 1.8, -0.1], [-0.2, 0.1, -0.6], [1.3, -0.9, -1.1], [-2.4, -1.5, 0.6], [0.0, 0.3, 0.4], [-0.6, 0.9, 2.1], [0.5, 1.0, 0.5], [0.2, -0.2, -0.4], [-0.2, 0.2, 0.1], [1.2, 0.0, -1.5], [-0.4, -1.1, 1.0], [2.1, 0.7, 0.7], [0.3, -0.2, -1.2], [0.3, -0.4, 0.4], [-1.2, 1.2, 0.7], [0.1, -0.8, 0.5], [0.1, 0.1, -0.3], [-0.3, -0.1, -0.1], [-0.2, 0.3, -0.5], [-0.1, -0.4, -0.1], [0.2, 0.5, 0.1], [-0.4, 0.3, 0.6], [-0.2, -0.2, 0.2], [-0.1, -0.5, -1.4], [0.1, -0.1, 0.5], [-0.2, 0.3, -0.7], [0.0, 0.2, -0.3], [-0.1, 1.3, 1.9], [-1.3, -0.8, -2.7], [-1.1, 1.2, -0.5], [1.2, 0.8, 2.1], [0.0, 1.8, 0.4], [0.1, 0.0, 0.7], [0.9, -0.5, -0.2], [-0.5, -0.6, 0.2], [0.6, 0.8, -0.4], [0.3, -0.6, 0.7], [-0.1, -1.1, 0.6], [-0.4, -0.4, -1.2], [0.7, -0.2, -0.3], [0.5, -0.2, -0.1], [-0.6, -2.0, -0.5], [0.1, 0.5, -0.4], [-0.1, -0.1, -0.4]]}